[1]
25
Properties=species:S:1:pos:R:3:forces:R:3 method="wB97M-V/def2-TZVPD" lumo_energy_ev="-11.75 / -11.75" homo_energy_ev="-17.22 / -17.22" charge=+2 largest_force_ha_per_bohr=0.0867 e_tot_ha=-535.03471 orbital_gap_ha="0.2012 / 0.2012" e_above_lowest_kj_mol=309.46
C 4.241 0.488 0.283 3.40 -0.52 0.61
C -2.933 1.570 1.040 0.63 0.00 0.77
C 3.401 0.574 1.306 -0.66 1.27 4.22
C 3.731 0.219 -0.923 1.49 0.55 -2.57
C -3.822 0.650 0.538 -0.65 -0.02 -1.37
C -1.575 1.290 0.876 3.08 0.65 1.56
C 2.035 0.462 1.138 -1.56 -0.19 2.85
C 2.382 0.172 -1.092 -1.11 -0.98 -2.77
C -3.398 -0.321 -0.353 0.99 0.02 1.30
C -1.247 0.207 0.127 0.15 2.07 0.61
C -1.337 -1.535 -1.415 1.59 0.04 0.26
N 1.594 0.157 -0.057 -2.60 0.83 0.97
N -2.045 -0.536 -0.563 -0.53 -0.58 -0.20
H 5.348 0.560 0.492 -1.36 0.04 -0.56
H -3.159 2.449 1.651 -0.33 -0.39 -0.20
H 3.841 0.818 2.303 -0.86 -0.33 -0.71
H 4.455 0.238 -1.738 -0.72 -0.29 -0.37
H -4.898 0.690 0.670 0.12 0.30 0.21
H -0.776 1.831 1.509 -1.36 -0.58 -1.39
H 1.296 0.556 2.055 1.62 -0.34 -2.08
H 1.923 0.103 -2.098 0.36 -0.07 0.69
H -4.136 -1.005 -0.694 0.02 -0.75 -0.96
H -1.945 -2.395 -1.621 -0.37 -0.40 0.26
H -1.132 -1.022 -2.383 0.28 -0.46 0.80
H -0.408 -1.787 -0.748 -1.60 0.15 -1.93


[2]
27
Properties=species:S:1:pos:R:3:forces:R:3 method="wB97M-V/def2-TZVPD" lumo_energy_ev=0.62 homo_energy_ev=-6.08 charge=0 largest_force_ha_per_bohr=0.1154 e_tot_ha=-686.21607 orbital_gap_ha=0.2462 e_above_lowest_kj_mol=493.09
C 1.707 -1.701 3.293 -3.12 0.74 -4.99
C 0.349 -2.231 3.403 -0.37 -1.28 3.68
C 1.850 -1.009 2.111 2.88 0.95 3.00
C -0.683 -1.744 2.721 -1.01 1.53 -2.05
C 0.734 -0.482 1.384 0.36 1.14 -2.05
C 0.500 1.316 -2.653 1.24 -0.34 -1.50
C 1.453 1.262 -1.740 -0.54 -0.06 -0.69
C 0.914 0.362 0.395 1.01 0.47 -1.36
C -0.952 1.186 -2.385 -0.59 1.39 -0.08
C -1.232 -0.164 -1.827 -0.38 -0.55 2.06
C -1.472 2.345 -1.539 -0.70 -0.84 3.35
N -0.555 -0.827 1.665 -0.95 -2.03 2.68
N 1.076 1.242 -0.441 0.76 0.32 2.78
O -0.790 -1.051 -2.740 -0.15 -0.32 0.18
O -1.728 -0.402 -0.723 0.75 -0.26 -2.59
H 2.486 -1.981 3.887 1.89 -0.67 1.52
H 0.103 -2.890 4.299 0.29 0.83 -1.39
H 2.866 -0.524 1.929 -1.52 -0.76 -0.19
H -1.744 -1.863 2.827 -0.13 -1.08 0.84
H 0.861 1.306 -3.665 -0.23 0.21 -0.41
H 2.508 1.349 -1.972 -0.05 -0.03 0.11
H -1.432 1.146 -3.346 -0.39 0.22 -0.54
H -2.201 1.931 -0.748 0.84 0.50 -1.26
H -1.973 3.200 -1.943 -0.14 0.14 -1.12
H -0.676 2.749 -0.881 -0.23 -0.23 -0.57
H -0.591 -1.939 -2.417 -0.44 0.03 0.45
H -1.377 -0.586 1.109 0.94 -0.02 0.13


[3]
34
Properties=species:S:1:pos:R:3:forces:R:3 method="wB97M-V/def2-TZVPD" lumo_energy_ev=-0.73 homo_energy_ev=-9.64 charge=0 largest_force_ha_per_bohr=0.0251 e_tot_ha=-1535.90583 orbital_gap_ha=0.3276
C 4.727 0.592 -0.357 0.30 -0.25 0.09
H 5.256 1.542 -0.360 -0.05 -0.05 0.00
H 5.260 -0.152 -0.952 -0.02 0.10 0.07
H 4.613 0.221 0.663 0.01 0.03 -0.07
O 3.447 0.852 -0.922 -0.10 0.36 -0.16
C 2.659 -0.200 -1.111 0.34 -0.36 -0.09
O 2.986 -1.339 -0.914 0.03 0.00 -0.14
C 1.287 0.250 -1.532 -0.44 0.09 0.74
H 0.687 -0.576 -1.892 0.07 0.02 0.00
H 1.315 1.108 -2.193 -0.02 0.09 -0.02
S 0.607 0.863 0.066 -0.49 0.65 0.03
O 0.868 2.272 0.107 -0.02 0.33 -0.36
O 1.131 0.081 1.152 0.12 -0.24 -0.07
C -1.208 0.751 0.071 0.53 -0.10 0.07
C -1.866 1.774 -0.578 -0.39 0.30 -0.16
C -3.231 1.942 -0.389 0.67 -0.92 0.60
C -3.928 1.134 0.507 0.03 0.32 -0.20
C -3.269 0.112 1.151 0.36 0.02 -0.05
C -1.909 -0.123 0.910 -0.21 0.06 -0.27
N -1.282 -1.214 1.472 0.13 -0.41 0.43
C -0.330 -1.932 0.774 -0.70 -0.33 0.14
O -0.191 -1.827 -0.417 0.19 -0.27 -0.24
O 0.289 -2.792 1.563 -0.15 0.19 0.34
C 1.319 -3.562 0.938 0.29 -0.15 -0.34
H 1.999 -2.907 0.391 -0.09 -0.10 0.11
H 1.835 -4.075 1.744 -0.06 0.01 -0.02
H 0.878 -4.281 0.245 0.03 0.03 0.07
H -1.532 -1.526 2.398 0.07 0.06 -0.10
H -3.800 -0.532 1.836 -0.06 -0.11 0.01
H -4.980 1.316 0.668 -0.01 -0.02 0.01
N -3.927 2.987 -1.097 -0.15 0.23 -0.16
O -3.318 3.579 -1.960 0.15 0.23 -0.26
O -5.079 3.200 -0.788 -0.34 0.10 0.04
H -1.313 2.465 -1.196 -0.04 0.08 -0.04


[4]
27
Properties=species:S:1:pos:R:3:forces:R:3 method="wB97M-V/def2-TZVPD" lumo_energy_ev="2.64 / 2.63" homo_energy_ev="-0.51 / -0.51" charge=-1 largest_force_ha_per_bohr=0.1091 e_tot_ha=-2656.26037 orbital_gap_ha="0.1157 / 0.1153" e_above_lowest_kj_mol=386.78
C -1.320 1.833 -0.333 2.52 0.04 -1.53
C 0.204 2.303 -1.124 -2.26 0.58 0.50
C 1.028 2.790 -0.062 -2.50 2.42 -0.51
C 0.450 2.688 1.226 -2.35 -0.13 -1.50
C -0.966 1.944 1.053 -1.32 3.05 1.67
Zn 0.661 0.835 0.214 1.89 -5.26 0.54
P 0.096 -1.661 -2.248 -0.21 -0.41 0.01
H -2.292 1.243 -0.841 3.17 1.75 1.55
H 0.591 2.458 -2.187 -1.41 -0.72 1.51
H 1.890 3.423 -0.227 0.29 -0.60 -0.07
H -1.873 1.893 1.961 3.25 -0.18 -2.78
H 0.997 3.297 1.952 -0.98 -1.02 0.72
H 1.078 -2.671 -2.136 0.26 0.19 0.16
H 0.180 -1.715 -3.665 -0.06 -0.03 -0.13
H -0.888 -2.702 -2.212 -0.11 0.21 -0.09
N -0.795 -6.389 3.386 0.49 2.52 -1.50
C -0.596 -5.370 2.820 -0.11 -0.87 0.59
C -0.349 -4.068 2.156 -0.18 -1.44 1.24
C -1.432 -3.181 1.953 0.02 1.47 -0.88
C -1.144 -1.895 1.412 -0.90 -1.76 0.92
N 0.106 -1.457 1.139 0.05 -0.16 -0.29
C 1.133 -2.322 1.330 0.29 -2.07 0.74
C 0.970 -3.630 1.871 0.13 1.30 -0.80
H -2.479 -3.485 2.176 0.97 0.30 -0.22
H -2.005 -1.227 1.211 0.76 -0.17 0.11
H 2.164 -2.036 1.034 -0.92 0.34 0.20
H 1.849 -4.293 2.032 -0.81 0.64 -0.17


[5]
26
Properties=species:S:1:pos:R:3:forces:R:3 method="wB97M-V/def2-TZVPD" lumo_energy_ev="-4.46 / -4.46" homo_energy_ev="-11.56 / -11.56" charge=+1 largest_force_ha_per_bohr=0.1615 e_tot_ha=-590.22757 orbital_gap_ha="0.2610 / 0.2613" e_above_lowest_kj_mol=516.72
C 3.429 0.750 -0.538 -2.37 -1.06 0.86
C 3.242 -0.635 -0.660 1.70 0.76 0.03
C 2.351 1.570 -0.047 4.19 1.59 0.21
C 2.017 -1.199 -0.383 -1.00 -0.63 -0.16
C 1.153 1.033 0.255 -0.45 -3.37 -1.38
C 1.005 -0.358 -0.029 0.87 0.15 -0.71
C -2.434 -0.696 -0.846 -0.39 -0.89 0.22
C -1.420 -1.501 -0.641 2.07 -1.97 -0.32
C -1.034 0.533 0.215 4.91 6.55 1.39
C -3.064 1.743 -0.306 0.69 -1.09 1.10
C -0.403 -1.280 1.565 2.55 0.32 3.47
N -0.002 1.671 0.488 -7.16 -3.24 -0.75
N -2.241 0.545 -0.336 1.29 0.61 1.49
N -0.415 -0.763 0.175 -0.87 0.76 -0.48
H 4.409 1.061 -0.800 0.48 1.00 0.06
H 4.142 -1.229 -0.906 -0.94 0.17 -0.06
H 2.604 2.627 0.235 -0.61 -1.03 -0.64
H 1.797 -2.250 -0.535 0.25 -0.09 0.00
H -3.368 -1.021 -1.154 -1.60 -0.29 -1.01
H -1.257 -2.574 -0.826 -0.26 0.89 0.08
H -2.512 2.466 -0.806 0.41 1.48 -1.84
H -4.037 1.478 -0.645 -0.70 0.38 -0.22
H -2.972 2.119 0.697 -0.86 -0.05 0.73
H 0.409 -2.108 1.585 -1.44 1.52 0.19
H -0.086 -0.307 2.221 -0.44 -2.66 -1.39
H -1.313 -1.673 2.022 -0.33 0.20 -0.86


[6]
29
Properties=species:S:1:pos:R:3:forces:R:3 method="wB97M-V/def2-TZVPD" lumo_energy_ev=-1.55 homo_energy_ev=-8.06 charge=0 largest_force_ha_per_bohr=0.1125 e_tot_ha=-1405.20766 orbital_gap_ha=0.2393
C 3.189 -2.642 2.040 -0.67 -0.32 -0.73
C 1.597 -2.461 1.809 -1.48 1.79 -0.45
C 0.640 -3.689 2.062 -3.11 3.97 -1.63
C -0.877 -3.466 1.777 3.33 0.85 0.05
C -1.398 -2.062 1.257 0.17 1.58 -0.47
N -2.739 -1.662 0.903 4.13 1.12 0.63
S -2.672 0.002 0.456 2.66 -2.54 1.07
N -1.000 0.405 0.613 -0.84 -5.54 1.42
C -0.407 -0.845 1.056 0.16 0.27 0.05
C 1.128 -1.055 1.337 -0.56 -4.27 0.59
P 2.387 0.349 1.084 -3.58 3.53 1.44
O 1.718 1.638 1.648 1.91 -2.91 -1.06
H 3.658 -2.558 0.982 -0.50 -0.08 1.88
H 3.462 -3.684 2.448 -0.62 1.67 -0.59
H 3.626 -1.840 2.739 -0.76 -1.31 -1.11
H 1.093 -4.664 2.435 -0.96 1.50 -0.61
H -1.592 -4.352 1.937 1.12 1.77 -0.35
H 3.657 0.072 1.684 -0.60 -0.40 -0.46
H 2.628 0.591 -0.313 0.14 -0.87 0.55
N -2.495 4.082 -3.009 -0.01 -0.05 -0.03
C -1.588 3.553 -3.888 0.06 0.02 -0.06
C -0.957 2.503 -3.266 -0.05 0.14 -0.25
C -1.508 2.390 -1.965 -0.19 0.00 0.20
C -2.456 3.375 -1.836 0.01 -0.02 0.04
H -3.097 4.867 -3.196 0.13 -0.17 0.03
H -1.468 3.969 -4.877 0.02 -0.05 0.10
H -0.185 1.884 -3.699 -0.08 0.07 0.03
H -1.240 1.667 -1.208 0.06 0.29 -0.22
H -3.105 3.635 -1.012 0.10 -0.03 -0.06


[7]
26
Properties=species:S:1:pos:R:3:forces:R:3 method="wB97M-V/def2-TZVPD" lumo_energy_ev=3.60 homo_energy_ev=-3.64 charge=-1 largest_force_ha_per_bohr=0.0438 e_tot_ha=-631.65840 orbital_gap_ha=0.2660 e_above_lowest_kj_mol=103.29
C -3.742 -0.591 -0.038 -0.97 -0.87 0.84
C -0.317 0.816 0.026 0.58 -1.41 0.47
C -1.399 0.245 0.762 -0.85 2.09 0.09
C -2.425 0.067 -0.209 0.51 -1.65 -0.66
C -1.789 0.220 -1.428 -0.10 0.84 -0.16
C 0.822 1.280 0.714 -0.56 -0.27 -1.07
C 0.869 1.105 2.068 0.07 0.10 1.20
C -0.239 0.634 2.816 -0.44 0.42 -0.59
C -1.423 0.347 2.166 0.34 -0.47 -0.22
N -0.506 0.678 -1.328 -0.23 0.74 0.66
H 1.547 1.770 0.079 0.60 -0.04 0.42
H 1.709 1.401 2.683 0.32 0.16 -0.35
H 0.849 0.295 -1.813 -0.41 -0.82 0.15
H -0.213 0.658 3.896 0.13 0.01 0.12
H -2.289 0.191 -2.392 0.21 -0.40 -0.06
H -2.357 0.232 2.703 0.04 -0.36 0.13
H -3.836 -1.187 0.883 0.33 0.65 0.41
H -3.981 -1.423 -0.705 0.24 0.42 -0.85
H -4.591 0.092 -0.037 -0.16 0.10 -0.06
C 1.832 -2.198 -0.860 0.02 -0.02 -0.33
C 2.523 -0.909 -1.245 -0.24 0.47 0.09
O 3.677 -0.673 -0.948 0.09 -0.38 0.04
O 1.827 -0.078 -1.981 0.56 0.80 -0.73
H 0.958 -2.348 -1.492 -0.07 -0.02 0.13
H 1.525 -2.157 0.183 0.05 -0.04 0.07
H 2.543 -3.008 -1.028 -0.07 -0.06 0.25


[8]
26
Properties=species:S:1:pos:R:3:forces:R:3 method="wB97M-V/def2-TZVPD" lumo_energy_ev=3.23 homo_energy_ev=-4.67 charge=-1 largest_force_ha_per_bohr=0.0353 e_tot_ha=-631.68096 orbital_gap_ha=0.2905 e_above_lowest_kj_mol=44.06
C -2.589 2.484 0.230 1.27 -0.08 0.37
C -1.963 3.174 1.460 -0.47 0.17 0.41
O -0.814 2.755 1.796 0.07 -0.01 -0.29
O -2.657 4.009 2.063 0.12 0.07 -0.14
H -3.462 2.981 -0.169 -0.19 -0.07 0.04
H -2.738 1.463 0.557 -0.74 -0.22 -0.06
H -1.789 2.370 -0.497 -0.06 0.22 -0.49
C -1.273 -2.652 -0.754 -0.24 -0.79 -0.42
C -0.915 -0.651 0.803 -0.59 1.58 -0.68
C 1.146 -0.041 0.285 -0.01 -0.43 0.75
C -0.478 -1.599 -0.073 0.09 -0.58 0.36
C 0.909 -1.313 -0.274 -0.17 0.51 -1.18
C 2.385 0.592 0.192 -0.31 -0.46 0.42
C 3.354 -0.113 -0.478 1.12 0.68 -0.27
C 1.887 -1.882 -1.090 -0.21 -0.74 -0.83
C 3.119 -1.295 -1.199 -0.05 0.48 0.56
N 0.032 0.329 0.977 0.69 -0.40 -0.37
H -0.181 1.322 1.171 -0.52 0.38 0.86
H -1.898 -0.365 1.153 -0.07 -0.64 -0.01
H 2.532 1.526 0.725 0.27 -0.09 -0.19
H -1.217 -2.687 -1.861 0.22 0.54 0.48
H -2.323 -2.589 -0.515 -0.46 0.33 0.13
H 4.374 0.261 -0.477 -0.07 0.22 -0.13
H 1.663 -2.739 -1.728 -0.06 -0.04 0.36
H 3.911 -1.676 -1.828 -0.06 -0.23 0.03
H -1.018 -3.664 -0.470 0.41 -0.40 0.30


[9]
24
Properties=species:S:1:pos:R:3:forces:R:3 method="wB97M-V/def2-TZVPD" lumo_energy_ev="-0.31 / -0.28" homo_energy_ev="-7.06 / -8.66" charge=0 largest_force_ha_per_bohr=0.0799 e_tot_ha=-501.38189 orbital_gap_ha="0.2482 / 0.3079" e_above_lowest_kj_mol=514.61
C -3.395 0.176 -0.434 -1.41 -2.00 -0.65
C -2.536 -0.042 -1.491 1.83 -0.52 0.77
C -2.908 0.399 0.841 1.06 0.63 -1.77
C -1.160 0.024 -1.282 -0.65 0.71 -0.73
C -1.551 0.586 0.988 -0.16 0.66 1.25
C -0.655 0.405 -0.058 0.95 0.39 0.65
C 0.550 -2.264 1.673 -0.87 -1.40 1.27
C 1.929 1.036 0.876 0.07 -1.23 -0.11
C 1.952 0.916 -0.669 1.37 0.55 0.46
C 0.742 0.613 0.093 0.75 0.04 -0.03
C 2.955 -0.200 -1.106 -2.77 1.46 -2.66
O -0.582 -2.609 1.689 1.17 0.69 -0.39
H -4.436 -0.181 -0.606 0.62 0.89 0.36
H -2.829 -0.521 -2.382 -0.81 0.08 -1.16
H -3.614 0.545 1.582 -0.95 0.23 1.78
H -0.423 -0.048 -2.054 0.02 -0.48 -0.70
H -1.147 1.020 1.893 -0.06 -0.39 0.35
H 1.243 -2.755 2.504 -0.27 0.74 -0.95
H 2.601 0.264 1.347 -1.04 0.71 -0.20
H 2.010 1.998 1.347 -0.20 0.43 0.11
H 2.095 1.897 -1.122 -0.50 -0.14 -0.39
H 3.978 0.174 -1.057 -0.13 -0.54 0.15
H 2.624 -0.557 -2.168 1.06 0.51 1.78
H 2.556 -0.875 -0.407 0.92 -2.02 0.79


The highest charge belongs to which entry? C11H12N2